Record 1
This record from the Open Molecules 2025 dataset describes a structure of composition C26H33O5Pt. The level of theory is ωB97M-V/def2-TZVPD.

Properties
Energy above the lowest of the compared OMol25 structures with the same formula, charge and spin ... 58.2 kJ/mol
DFT total energy ... -1505.53253 Ha
HOMO-LUMO gap (alpha / beta) ... 5.7 / 3.9 eV
Charge ... +1
LUMO (alpha / beta) ... -3.39 / -7.12 eV
Spin multiplicity ... 5

Geometry as XYZ:
```
65
Properties=species:S:1:pos:R:3:forces:R:3
O 0.03750 -0.37417 -4.88184 -0.0946 1.1351 -1.8461
C -0.02185 0.89761 -5.62271 0.0197 0.5800 0.5326
C -0.13954 0.25413 -6.98412 -0.0089 -0.4441 0.6357
H 0.91383 1.45152 -5.46057 -0.3954 0.0707 0.0482
H -0.91397 1.49876 -5.37825 0.4538 -0.2153 0.1683
C -0.04661 -1.04496 -6.15890 0.0842 -0.3252 -1.4393
H 0.70603 0.43221 -7.64153 -0.1674 -0.0062 -0.1801
H -1.10344 0.35961 -7.47124 0.0775 0.2733 -0.1791
C 1.20543 -1.78376 -6.57328 -0.0897 -0.4999 0.1710
H 2.09913 -1.16203 -6.46306 -0.1456 -0.1200 0.1391
H 1.09860 -2.03022 -7.63685 0.0732 -0.0437 0.1730
H 1.30647 -2.71880 -6.01816 0.2534 0.0333 0.0385
C -1.29642 -1.87770 -6.26943 0.0365 -0.3135 -0.0185
H -2.17675 -1.30411 -5.95546 0.1753 -0.1337 -0.0049
H -1.19406 -2.78031 -5.65758 -0.2212 0.0429 -0.0700
H -1.42448 -2.16191 -7.32162 -0.0687 -0.1092 0.2450
Pt -0.57230 -0.79146 2.16039 0.8499 1.5938 0.5610
C -2.69228 -1.13892 2.97828 -0.6602 0.8990 -0.4216
C -2.38901 0.26836 3.08888 -1.3819 -0.7433 -0.5061
C -2.17843 0.79303 1.75898 -0.7008 -0.7752 -0.5230
H -2.47497 0.86538 3.99110 0.4016 -0.3047 -0.1520
C -2.38300 -0.29464 0.82945 -0.5810 0.6829 0.4358
C -2.64305 -1.49115 1.57542 -1.3420 0.6297 0.4026
H -2.85574 -2.46809 1.14015 0.1152 0.3911 0.2379
H -2.94323 -1.80305 3.79625 0.2146 0.1350 -0.1155
H -1.96443 1.82895 1.50097 -0.0662 -0.3957 0.0634
H -2.42282 -0.20674 -0.24599 0.2380 -0.1568 0.2849
C 0.69033 -2.41608 3.14716 0.2034 -0.7660 -0.8467
C -0.20894 -3.05915 2.21441 1.6070 -0.4545 0.4853
C 0.11421 -2.59721 0.89206 1.2652 -0.2830 -0.0914
H -0.94123 -3.81562 2.47635 0.0788 0.2788 -0.0695
C 1.21350 -1.66235 0.99651 -0.1753 -0.5937 0.1116
C 1.55605 -1.53354 2.39220 0.0870 -1.5287 -0.5497
H 2.39946 -0.97552 2.78444 -0.3554 0.0453 -0.0696
H 0.76595 -2.63740 4.20655 -0.1995 0.2615 -0.2497
H -0.32369 -2.95462 -0.04023 0.0574 0.2858 0.3752
H 1.72772 -1.19027 0.16279 -0.2316 -0.0441 0.2062
O 1.14216 0.16113 -2.43934 -1.6194 0.9106 0.6282
C -0.15937 -0.51343 -2.35336 0.1495 -0.4017 1.2999
C -1.27660 0.55259 -2.49129 0.0269 0.2859 0.6942
H -0.21786 -0.96388 -1.33204 0.0370 0.3371 -0.4226
H -0.25981 -1.34024 -3.06296 0.4212 0.5378 0.1836
C -0.49379 1.86470 -2.65326 0.3620 -0.4676 -0.6492
H -1.82410 0.67240 -1.54255 0.1577 -0.2544 -0.4927
H -2.01995 0.32921 -3.26553 0.3950 0.1264 -0.0136
C 0.83132 1.50115 -1.94324 -0.6903 -0.2358 0.0425
H -1.04087 2.76553 -2.33389 0.3760 -0.3739 0.2331
H -0.27706 1.96812 -3.71389 0.1400 0.4070 0.3622
H 0.63040 1.48340 -0.84412 0.3146 -0.1651 -0.4194
H 1.64269 2.20866 -2.13769 0.0326 -0.4341 -0.1373
O 1.92741 2.77140 3.84452 0.0805 -0.0389 2.6328
C 1.83428 2.50423 5.15600 0.0357 0.1287 -2.4762
C 2.54582 3.31611 6.05746 0.5623 0.6033 1.2090
C 2.50381 3.04176 7.41598 0.4639 0.8252 -1.0163
C 1.78275 1.93906 7.89339 0.1138 0.0709 0.2734
C 1.08239 1.12608 7.00646 -0.4473 -0.2666 -1.3678
C 1.06777 1.40598 5.64228 -0.2491 -0.6349 1.3540
C 0.27616 0.52795 4.73260 -1.5963 -1.9775 -0.9107
O -0.42167 -0.40482 5.18701 1.6501 2.0753 -0.3808
O 0.39222 0.81523 3.45085 0.4632 0.5483 1.6045
H 1.35188 2.08410 3.38321 -0.4301 -0.5872 -0.1655
H 3.11841 4.14251 5.64177 -0.1062 -0.1255 0.1886
H 3.04514 3.69423 8.09792 -0.1217 -0.2183 -0.0992
H 1.77083 1.71613 8.95532 0.0070 0.0428 -0.1115
H 0.52169 0.25493 7.33688 0.0651 0.2002 -0.0261
```
Positions in Å, forces in eV/Å.

=====

Record 2
This record from the Open Molecules 2025 dataset describes a structure of composition C3H4IrO3. The level of theory is ωB97M-V/def2-TZVPD.

Properties
Energy above the lowest of the compared OMol25 structures with the same formula, charge and spin ... 179.4 kJ/mol
DFT total energy ... -446.51184 Ha
HOMO-LUMO gap (alpha / beta) ... 5.9 / 7.2 eV
Charge ... -1
LUMO (alpha / beta) ... 3.69 / 3.61 eV
Spin multiplicity ... 5

Geometry as XYZ:
```
11
Properties=species:S:1:pos:R:3:forces:R:3
O 0.15505 1.13570 -0.41748 -0.5091 -0.1112 -1.1469
C 0.75720 0.13922 0.31862 0.9833 0.6375 1.1147
O 0.68223 -0.95289 -0.28923 -0.8632 3.6569 -1.9252
Ir 0.85622 -2.72422 0.44715 0.6123 -3.4840 0.8717
O -1.24783 -2.76360 1.11943 -0.9178 0.0379 -0.7693
C -1.26641 -2.89882 -0.12817 0.1663 -0.2364 1.4293
H -2.32120 -2.95465 -0.54301 0.3399 0.0158 -0.0968
C 0.52319 2.47498 -0.16910 0.2834 0.0528 0.4556
H 1.61026 2.53788 -0.01492 -0.2805 0.1237 -0.0199
H 0.01745 2.90941 0.70477 0.0636 -0.2766 0.0384
H 0.23386 3.09699 -1.02806 0.1217 -0.4163 0.0484
```
Positions in Å, forces in eV/Å.

=====

Record 3
This record from the Open Molecules 2025 dataset describes a cluster of 2 separate species, C5H8O in total. The level of theory is ωB97M-V/def2-TZVPD.

Properties
SMILES ... C1CO1.C#CC
Energy above the lowest of the compared OMol25 structures with the same formula, charge and spin ... 371.2 kJ/mol
DFT total energy ... -270.41650 Ha
HOMO-LUMO gap ... 10.8 eV
LUMO ... 0.96 eV

Geometry as XYZ:
```
14
Properties=species:S:1:pos:R:3:forces:R:3
C -3.01057 -0.68438 0.02562 0.2013 -0.5567 0.1420
C -1.79177 0.11168 -0.07824 -0.0299 0.6633 0.2984
C -0.91046 0.92839 -0.03296 -0.8144 0.0936 -0.1060
C 1.99920 0.16036 -0.67867 0.2703 0.8101 -0.4004
C 2.55996 0.05882 0.67636 0.1302 0.2607 -0.2920
H -3.84253 -0.18199 -0.46193 0.0046 0.0694 -0.0624
H -2.89320 -1.67594 -0.42440 -0.0329 0.1621 0.0845
H -3.26228 -0.81452 1.08542 0.0180 -0.0254 -0.2378
H -0.25994 1.76875 -0.05790 0.1206 -0.1308 0.0942
H 2.54812 0.63635 -1.50476 -0.0070 -0.1880 0.4734
H 0.92207 0.25458 -0.75823 0.3165 -0.5221 -0.1705
H 1.86927 0.05161 1.51536 -0.0036 -0.2523 -0.0752
H 3.54932 0.44500 0.90752 -0.0456 -0.0700 -0.1581
O 2.52280 -1.05872 -0.21320 -0.1281 -0.3140 0.4098
```
Positions in Å, forces in eV/Å.

=====

Record 4
This record from the Open Molecules 2025 dataset describes a structure of composition C4H8O2. The level of theory is ωB97M-V/def2-TZVPD.

Properties
Energy above the lowest of the compared OMol25 structures with the same formula, charge and spin ... 453.5 kJ/mol
DFT total energy ... -307.53970 Ha
HOMO-LUMO gap ... 9.1 eV
LUMO ... 0.64 eV

Geometry as XYZ:
```
14
Properties=species:S:1:pos:R:3:forces:R:3
C 1.63929 -0.00159 -0.17845 0.0884 -0.0358 0.0118
C 0.66904 0.06860 0.97092 0.1416 0.3053 -0.1475
C -0.61505 0.65549 0.63391 0.0496 -0.0407 0.3097
O -0.87125 1.37725 -0.56223 0.2416 0.1739 -0.1223
C -0.96618 -0.86879 0.41579 -0.1491 -0.2226 0.1804
O -1.26439 -1.12483 -0.91025 -0.0753 0.0904 -0.1680
H 2.42764 -0.74103 -0.01455 -0.1380 0.1048 0.0246
H 1.22996 -0.15125 -1.18959 -0.0132 0.0587 0.1681
H 2.13645 0.98020 -0.15596 -0.0198 -0.0409 -0.0221
H -0.05190 -1.44311 0.71843 -0.0423 -0.2621 -0.0142
H -1.17833 1.12707 1.43865 0.0603 -0.1248 -0.1315
H -0.02355 1.58938 -0.97517 -0.1671 -0.0115 0.0064
H -1.72006 -1.21622 1.12857 0.0750 0.1725 -0.1048
H -1.41167 -0.25118 -1.32006 -0.0519 -0.1672 0.0095
```
Positions in Å, forces in eV/Å.